Record 1
Entry from the OMol25 dataset: 7 unconnected molecules or ions with the total composition C29H69N3O7 at a distorted geometry (ωB97M-V with the def2-TZVPD basis set).

Its SMILES is CC1(C)CCCC(C)(C)N1O.CC1(C)CCCC(C)(C)N1O.CC1(C)CCCC(C)(C)N1O.CCO.O.O.O. As for the LUMO energy: 0.290 eV. As for the HOMO-LUMO gap: 0.325 hartree. The energy above the lowest of the compared OMol25 structures with the same formula, charge and spin is 0.000 eV.

The geometry in XYZ format:
```
108
Properties=species:S:1:pos:R:3:mulliken_charge:R:1
O 14.6406 14.3406 10.5189 -0.49
O 11.9196 18.8517 6.8835 -0.57
O 11.9115 15.4653 9.6164 -0.03
O 12.8641 9.6269 6.2585 -0.49
O 16.4255 18.5794 13.3057 -0.53
O 11.4995 15.9140 6.9059 -0.67
O 10.1460 16.1972 12.1256 -0.66
N 13.2363 9.9600 7.6010 0.09
N 9.7813 15.0049 11.3537 0.72
N 16.1299 17.2935 13.8838 0.45
C 12.2919 18.8319 9.3744 -0.36
C 13.9627 18.2151 14.8971 -1.81
C 16.9905 17.8302 16.2294 -1.72
C 14.1693 7.8019 7.8992 -2.14
C 8.0056 12.7921 10.9349 -0.75
C 13.0329 11.4983 9.4416 0.20
C 8.8690 16.2390 9.4943 -2.06
C 9.2190 13.9977 13.6513 -1.76
C 9.9237 13.8551 12.2819 2.55
C 13.2108 12.3527 7.1302 -1.84
C 12.7410 10.3154 10.4287 -0.56
C 14.0358 17.1731 12.6347 -2.25
C 14.6482 17.1342 14.0513 2.28
C 13.5045 9.1219 9.8210 -1.57
C 8.4922 15.2518 10.6752 1.94
C 11.6888 8.1131 8.2539 -1.58
C 16.7725 15.4779 15.3629 -1.24
C 15.2900 15.2920 15.7285 -1.02
C 9.3850 12.6563 11.4671 -1.65
C 7.3280 15.8460 11.4675 -2.02
C 8.1066 13.9464 9.9695 -1.47
C 11.4409 13.6195 12.4959 -1.82
C 18.4862 17.0289 14.4459 -1.91
C 12.6230 11.2423 8.0133 2.14
C 17.0435 16.9466 14.9876 1.52
C 14.4123 15.7122 14.5303 -1.01
C 11.0943 11.2947 7.8070 -1.37
C 13.1128 8.7482 8.4376 1.76
C 11.4916 19.3233 8.1654 -0.63
H 11.6461 15.5784 7.8087 0.25
H 8.0275 16.4139 8.8105 0.42
H 15.2047 14.1024 9.7876 0.28
H 10.7244 16.6695 11.4966 0.27
H 9.6883 15.8964 8.9047 0.42
H 10.9586 8.6058 8.8841 0.31
H 7.1649 14.0128 9.4499 0.50
H 17.8489 17.6530 16.9099 0.43
H 6.5556 16.1211 10.7340 0.50
H 8.3097 13.3693 13.7211 0.31
H 11.2957 8.1326 7.2281 0.31
H 7.6014 16.7664 12.0007 0.34
H 17.0011 18.8725 15.9707 0.39
H 14.1452 6.8558 8.4278 0.45
H 13.6373 9.9144 5.7718 0.36
H 8.8736 14.9977 13.9378 0.35
H 12.0061 13.7053 11.5653 0.00
H 13.9704 18.0319 15.9690 0.33
H 11.7160 7.0779 8.5615 0.47
H 17.4311 15.1768 16.1739 0.43
H 15.1285 14.9236 11.1082 0.21
H 14.2614 12.1873 6.9227 0.51
H 7.2920 12.9679 11.7063 0.36
H 8.8711 13.6773 9.2675 0.20
H 9.5385 11.8432 12.1635 0.64
H 11.1991 15.2013 10.2330 0.30
H 11.9588 14.2831 13.2182 0.07
H 13.0266 10.5943 11.4417 0.55
H 16.9919 14.9009 14.4619 0.39
H 14.5677 9.3615 9.8119 0.40
H 10.0556 12.4455 10.6181 0.00
H 16.7825 18.3553 12.4463 0.33
H 11.8148 19.2612 10.2577 0.29
H 12.6757 14.9230 9.8832 -0.05
H 10.4174 19.0839 8.2904 0.20
H 12.3907 17.7401 9.4282 -0.04
H 12.5789 12.4417 9.7775 -0.97
H 12.9667 16.8936 12.6537 0.37
H 11.7288 17.9032 6.8039 0.35
H 10.8113 12.3627 7.9389 0.07
H 7.7691 11.8865 10.3661 0.52
H 10.5485 10.7245 8.5490 0.23
H 11.5549 20.4106 8.1096 0.40
H 18.7644 16.2379 13.7704 0.40
H 12.7093 12.5442 6.1901 0.33
H 13.2748 19.2732 9.2713 0.39
H 18.7545 17.9493 13.8824 0.38
H 16.1208 17.6967 16.8681 0.31
H 14.1141 11.6341 9.5060 0.49
H 11.6756 10.0367 10.4343 0.17
H 11.5916 12.5797 12.8358 0.52
H 19.2640 16.9834 15.2125 0.39
H 13.9969 7.5153 6.8792 0.47
H 14.1354 18.1564 12.1670 0.57
H 14.6292 15.0060 13.7287 0.31
H 15.0769 14.2670 16.0355 0.40
H 14.5280 16.4529 11.9722 0.08
H 9.8140 13.6914 14.5021 0.46
H 13.3382 15.6108 14.7398 0.46
H 15.2030 8.1709 7.9600 0.39
H 13.3755 8.2464 10.4624 0.48
H 12.9206 18.2558 14.5957 0.46
H 15.0379 15.9566 16.5545 0.36
H 13.1613 13.3293 7.6567 0.16
H 6.8472 15.1812 12.1858 0.31
H 11.0556 15.2388 6.3940 0.28
H 14.3814 19.2128 14.7750 0.38
H 10.7764 10.9536 6.8146 0.46
H 9.0511 17.2643 9.8383 0.49
```

Record 2
Entry from the OMol25 dataset: 5 unconnected molecules or ions with the total composition C29H70BrN5O3 at a distorted geometry (ωB97M-V with the def2-TZVPD basis set).

Its SMILES is COCCCNC(=O)OBr.CCN(CC)CC.CCN(CC)CC.CCN(CC)CC.CCN(CC)CC. As for the LUMO energy: -0.752 eV. As for the HOMO-LUMO gap: 0.267 hartree.

The geometry in XYZ format:
```
108
Properties=species:S:1:pos:R:3:mulliken_charge:R:1
Br 2.2312 6.0903 -10.8296 0.07
O 3.3217 4.8867 -5.4007 -0.28
O 4.2474 7.6530 -9.2469 -0.45
O 4.0514 6.1260 -10.8607 -0.43
N 5.4916 5.7452 -9.1364 -0.18
N 2.4989 0.6679 -2.4571 0.19
N -1.4367 -5.8839 2.0112 0.08
N -6.0400 -1.4277 3.0505 0.19
N 0.2282 -0.0427 4.1434 0.20
C -0.1849 0.3960 1.6555 -0.69
C 3.8998 2.0120 -4.1236 -0.36
C 3.5559 4.5782 -6.7591 -0.63
C -4.6565 -1.7686 2.7757 -0.60
C 1.2042 1.0076 4.3582 -0.29
C -6.0196 1.1354 3.0281 -0.83
C -6.9364 -3.0312 1.3814 -1.41
C -0.4717 -4.8326 2.2679 0.11
C 5.5845 5.7877 -7.6742 -0.71
C -1.0797 0.1775 4.7362 -0.75
C -2.5524 -5.8613 4.3156 -1.12
C 0.6750 -4.7964 1.2684 -1.48
C -1.8579 1.4349 4.3259 -0.69
C 2.8930 0.8923 -3.8376 -1.11
C 1.6278 1.6773 -1.8809 0.02
C 5.0484 4.4646 -7.0882 -0.64
C -0.1152 -7.7753 3.1243 -0.98
C -0.8933 -7.2277 1.9204 -0.79
C 3.1281 -0.2833 -0.2546 -1.27
C 0.2237 -0.5547 2.7848 -0.16
C 3.1707 6.2723 -5.1676 -0.84
C -6.9637 -1.6198 1.9495 -0.35
C 1.4153 1.3423 5.8273 -1.49
C -6.2519 -0.1848 3.7726 -0.68
C 3.5892 0.2222 -1.6131 -0.42
C -3.9542 -1.0442 1.6210 -0.53
C -2.6554 -5.7452 2.7905 -0.50
C 4.5722 6.6204 -9.6734 0.54
C 2.2584 3.0012 -1.4295 -0.93
H -0.9921 -3.8723 2.2013 0.05
H 6.3895 5.7883 -9.5931 0.28
H 0.9523 1.9332 3.8168 0.25
H 3.9778 -0.6910 0.2953 0.49
H 2.3837 -1.0744 -0.3610 0.32
H -0.0525 -4.8921 3.2843 0.23
H 2.8000 6.3645 -4.1624 0.24
H -6.4368 1.9614 3.6082 0.41
H -5.9856 -3.2615 0.8986 0.27
H -1.7093 -7.9134 1.6792 0.40
H 1.6843 0.4516 6.3965 0.34
H 3.1191 3.6026 -6.9210 0.35
H -0.9591 0.1927 5.8225 0.43
H 3.1865 2.8502 -0.8762 0.21
H -4.9595 1.3477 2.8944 0.06
H 1.3100 -5.6805 1.3395 0.34
H 4.7637 1.9725 -3.4579 0.32
H -3.3875 -6.4724 2.4289 0.37
H -1.6970 -0.7042 4.5429 0.23
H 4.3496 1.0041 -1.4596 0.25
H 0.3186 1.3620 1.7181 0.31
H 2.4566 6.7091 -5.8516 0.35
H -0.4156 -1.4422 2.7455 -0.23
H 1.1185 1.2332 -1.0214 -0.34
H 0.3052 -4.7163 0.2453 0.35
H 4.1167 6.7982 -5.2173 0.33
H -2.6594 1.6205 5.0449 0.38
H -4.5790 -0.9761 0.7297 0.35
H 0.8265 1.8876 -2.5936 0.37
H 1.3057 -3.9290 1.4696 0.41
H -0.2374 -7.2668 1.0467 0.39
H -6.5018 1.1501 2.0503 0.29
H 5.1924 3.6962 -7.8197 0.45
H 0.0814 -0.0455 0.6923 0.38
H -4.0738 -1.6307 3.6910 0.14
H 0.4710 -8.6439 2.8164 0.37
H -3.4788 -5.5065 4.7731 0.44
H -2.3267 1.3266 3.3487 0.03
H 4.0935 -0.6031 -2.1232 0.45
H -0.7756 -8.1056 3.9242 0.28
H -6.7953 -0.9046 1.1291 0.29
H 1.5679 3.5279 -0.7664 0.46
H -3.0501 -1.5916 1.3412 0.30
H -2.4161 -6.8924 4.6383 0.30
H 3.0494 5.2762 -7.4158 0.40
H -3.0848 -4.7659 2.5533 0.21
H 6.6074 5.9077 -7.3547 0.44
H -7.7162 -3.1381 0.6262 0.44
H 2.1602 0.6635 3.9540 0.42
H 2.4627 3.6645 -2.2690 0.13
H -1.2607 0.5654 1.6365 -0.17
H 2.2255 2.0659 5.9262 0.45
H -7.9736 -1.4300 2.3229 0.47
H 3.4478 2.9946 -4.0481 0.02
H -1.7390 -5.2602 4.7230 0.27
H -7.1169 -3.7706 2.1627 0.32
H 4.2744 1.9155 -5.1461 0.31
H -1.2273 2.3248 4.3077 0.30
H 5.5455 4.2149 -6.1614 0.38
H -5.6308 -0.1970 4.6728 0.33
H 2.7010 0.5153 0.3549 0.16
H -3.6422 -0.0391 1.9019 -0.04
H 1.2323 -0.9225 2.5661 0.44
H -4.6041 -2.8432 2.5801 0.18
H 1.9916 1.0667 -4.4319 0.35
H -7.2840 -0.1919 4.1377 0.40
H 0.5822 -7.0434 3.5340 0.26
H 5.0368 6.6118 -7.2574 0.33
H 0.5276 1.7876 6.2786 0.30
H 3.3066 -0.0482 -4.2176 0.46
```

Record 3
Entry from the OMol25 dataset: 11 unconnected molecules or ions with the total composition C29H70Cl2O16 at a distorted geometry (ωB97M-V with the def2-TZVPD basis set).

Its SMILES is C1CCOC1.C1CCOC1.C1CCOC1.C1CCOC1.ClCCl.OCCO.OCCO.OCCO.OCCO.OCCO.OCCO. As for the LUMO energy: 0.015 eV. As for the HOMO-LUMO gap: 0.346 hartree.

The geometry in XYZ format:
```
117
Properties=species:S:1:pos:R:3:mulliken_charge:R:1
Cl 22.7585 -2.9110 -9.9522 -0.14
Cl 21.4458 -3.9395 -12.3650 -0.15
O 12.6851 3.7356 -3.8528 -0.48
O 17.6547 1.6502 -5.9454 -0.51
O 17.4073 7.9423 -0.7320 -0.50
O 26.5548 1.3954 -4.2971 -0.42
O 16.2540 7.3065 -6.5237 -0.50
O 23.2639 3.5415 -12.9549 -0.41
O 20.0830 3.5480 -6.4911 -0.51
O 16.2856 -5.1173 -5.2325 -0.55
O 22.0709 12.6029 -6.6319 -0.52
O 13.5374 -5.1123 -5.4819 -0.52
O 12.7800 -0.7600 -9.5440 -0.36
O 21.4994 -5.3583 -3.8693 -0.40
O 21.8360 9.6509 -6.9392 -0.52
O 14.0998 9.1248 -5.6002 -0.54
O 11.3527 1.6949 -2.0933 -0.52
O 15.3005 5.8365 0.4317 -0.51
C 22.1975 -4.1656 -3.3661 -0.37
C 18.8907 1.3266 -6.6490 -0.44
C 14.1806 -4.0900 -4.7253 -0.36
C 11.5220 3.0112 -4.1176 -0.43
C 22.4232 -6.4133 -4.2822 -0.39
C 23.7387 4.3892 -13.9609 -0.42
C 23.8466 -5.7797 -4.0321 -0.54
C 26.1863 2.7428 -3.8499 -0.34
C 10.7576 2.7014 -2.8078 -0.37
C 13.7441 -1.4389 -10.3417 -0.44
C 26.5459 3.5790 -5.0397 -0.61
C 13.0384 -2.4488 -11.2770 -0.47
C 27.8445 2.8929 -5.5428 -0.55
C 21.3630 -2.6973 -11.0160 -0.21
C 16.7510 5.8844 0.4193 -0.32
C 24.5064 5.0519 -11.9321 -0.64
C 20.0307 2.2325 -6.0880 -0.32
C 15.8455 8.4835 -7.2769 -0.33
C 20.8640 11.9602 -6.3839 -0.46
C 17.3957 6.5816 -0.7682 -0.34
C 21.1922 10.5449 -6.0190 -0.31
C 11.5516 -0.8179 -10.2761 -0.44
C 24.9672 5.0304 -13.3157 -0.55
C 27.4120 1.4192 -5.4553 -0.42
C 23.9092 3.7358 -11.6617 -0.29
C 15.4530 -4.7140 -4.2180 -0.36
C 15.1985 9.5111 -6.3919 -0.42
C 11.6057 -2.2301 -10.8952 -0.53
C 23.5484 -4.7871 -2.8612 -0.55
H 20.5360 -2.8715 -10.3276 0.24
H 10.8368 3.5493 -4.7726 0.28
H 14.4601 -1.8273 -9.6174 0.26
H 23.0548 5.2072 -14.1871 0.27
H 15.8458 9.8298 -5.5749 0.28
H 24.1643 -5.2321 -4.9194 0.26
H 9.6702 2.6338 -2.7729 0.37
H 17.4550 8.3006 0.1574 0.30
H 21.3056 -1.6637 -11.3573 0.27
H 19.2018 3.9188 -6.5782 0.30
H 10.9421 3.5444 -2.1418 0.26
H 14.3669 -3.1891 -5.3100 0.20
H 23.5408 -5.4067 -1.9645 0.29
H 20.2460 12.0047 -7.2807 0.28
H 13.3849 3.1121 -3.6450 0.29
H 22.3344 -3.5049 -4.2222 0.26
H 21.8051 10.5218 -5.1180 0.27
H 19.1043 0.2647 -6.5264 0.34
H 14.4739 8.6223 -4.8727 0.31
H 17.1372 -5.4286 -4.9170 0.30
H 15.0607 8.1816 -7.9704 0.24
H 24.6007 -6.5437 -3.8433 0.33
H 14.8887 6.6982 0.3338 0.30
H 18.6937 1.5080 -7.7056 0.31
H 13.6083 -3.6100 -3.9314 0.33
H 20.9901 1.7996 -6.3715 0.30
H 28.0439 2.9801 -6.6108 0.33
H 24.1961 -3.9148 -2.7740 0.31
H 11.2490 -2.8725 -10.0901 0.24
H 23.9258 3.8286 -14.8768 0.28
H 21.5880 -3.6999 -2.5917 0.28
H 15.9746 -3.9671 -3.6197 0.33
H 24.6955 2.9810 -11.6558 0.30
H 26.8006 4.5437 -4.6009 0.30
H 17.1633 6.4374 1.2633 0.27
H 11.4862 -0.0321 -11.0288 0.27
H 16.6827 8.9017 -7.8359 0.34
H 14.3209 -5.4955 -5.8829 0.35
H 23.6811 5.7585 -11.8441 0.28
H 15.4488 6.8644 -6.2449 0.29
H 25.1036 2.8394 -3.7694 0.26
H 25.8068 4.3373 -13.3673 0.28
H 15.2746 -5.5214 -3.5078 0.30
H 26.7390 3.0755 -2.9713 0.29
H 19.9086 2.2536 -5.0051 0.25
H 14.2244 -0.6446 -10.9130 0.26
H 28.7163 3.0637 -4.9112 0.27
H 23.2290 3.8593 -10.8190 0.25
H 22.2025 -6.8422 -5.2597 0.27
H 21.6905 8.7544 -6.6284 0.30
H 10.7242 -0.7570 -9.5693 0.30
H 18.3847 6.2169 -1.0458 0.29
H 28.3187 0.8290 -5.3225 0.29
H 25.7941 3.8574 -5.7782 0.30
H 20.1571 12.3191 -5.6358 0.33
H 13.2722 -2.1000 -12.2829 0.25
H 16.7004 6.3975 -1.5872 0.21
H 25.1582 6.0011 -13.7733 0.29
H 14.9352 10.3955 -6.9721 0.33
H 20.2968 10.0303 -5.6704 0.32
H 17.1859 4.8929 0.5451 0.31
H 22.1292 -7.0868 -3.4773 0.24
H 16.9045 1.0976 -6.1766 0.27
H 26.8050 1.1304 -6.3133 0.30
H 11.2760 1.9603 -1.1738 0.33
H 13.5052 -3.4319 -11.2165 0.31
H 22.4073 12.2708 -7.4675 0.32
H 11.0225 -2.5905 -11.7426 0.36
H 11.7772 2.1424 -4.7244 0.27
H 25.3210 5.3737 -11.2833 0.35
```

Record 4
Entry from the OMol25 dataset: 8 unconnected molecules or ions with the total composition C29H71Cl3O7 at a distorted geometry (ωB97M-V with the def2-TZVPD basis set).

Its SMILES is ClC(Cl)Cl.CCOCC.CCOCC.CCOCC.CCOCC.CCOCC.CCOCC.CCOCC. As for the LUMO energy: 0.288 eV. As for the HOMO-LUMO gap: 0.358 hartree. The energy above the lowest of the compared OMol25 structures with the same formula, charge and spin is 0.850 eV.

The geometry in XYZ format:
```
110
Properties=species:S:1:pos:R:3:mulliken_charge:R:1
Cl 0.3104 2.5479 8.3941 -0.12
Cl 1.5109 -0.2188 8.4924 -0.11
Cl 0.5385 1.1467 10.8400 -0.13
O -5.2535 -7.2209 -3.4235 -0.32
O 0.4558 -1.3735 2.5966 -0.28
O 2.6956 8.7053 -1.6999 -0.37
O 7.0813 5.4161 2.7033 -0.31
O -1.3928 2.1912 -4.7392 -0.33
O -7.3266 -3.3323 6.4078 -0.34
O 1.3116 -4.3322 -6.3380 -0.31
C 0.9550 -4.5416 -4.9872 -0.12
C -2.1739 1.7826 -3.6178 -0.25
C 0.3084 0.9043 9.1160 0.08
C -4.5399 -6.6654 -2.2860 -0.24
C -5.5238 -7.8961 -5.7574 -1.16
C -7.4261 -4.1595 7.5639 -0.17
C -5.4442 -6.4984 -1.1411 -1.14
C -8.8803 -4.3095 7.9286 -1.09
C 8.4751 6.5121 1.0145 -1.22
C 6.9653 4.2497 3.5205 -0.27
C 0.0101 2.4367 -4.5579 -0.10
C 1.1909 -2.6126 2.5422 -0.28
C 3.3438 8.9690 -4.0448 -1.13
C 8.4813 5.4301 2.1427 -0.23
C 3.0242 8.5591 -0.2989 -0.26
C -1.7882 0.3018 -3.2091 -1.04
C -5.9851 -3.3839 5.8728 -0.34
C 2.0288 8.9215 0.7910 -1.13
C 0.3079 0.9482 2.3353 -1.17
C -4.5845 -7.3041 -4.6569 -0.20
C 0.6730 2.7648 -5.9076 -1.19
C 1.0138 -2.9417 -6.7206 -0.15
C -5.1551 -2.3455 6.6290 -1.07
C 1.5242 -2.8568 -8.1746 -1.23
C 0.2760 -3.4970 3.4606 -1.12
C 1.6094 -5.8337 -4.6086 -1.23
C 5.6967 4.2540 4.2955 -1.15
C 1.1984 -0.2700 2.1002 -0.23
C 3.8445 8.8467 -2.6175 -0.18
H -0.7639 -3.5040 3.1341 0.27
H -6.1313 -5.6606 -1.2595 0.30
H 1.5084 -0.4055 1.0640 0.29
H -9.1937 -4.5557 8.9431 0.33
H -5.0054 -7.9001 -6.7162 0.38
H -7.0526 -5.1427 7.2776 0.26
H 1.3817 -3.7623 -4.3558 0.26
H 0.3286 -3.3199 4.5348 0.29
H -2.1405 -0.0592 -2.2429 0.38
H -5.3846 -4.2935 5.8595 0.31
H -0.6318 0.9371 1.7831 0.29
H 5.7141 4.9759 5.1121 0.29
H -4.8348 -6.2197 -0.2814 0.36
H 3.9002 9.1434 -0.0173 0.28
H -6.0570 -3.1543 4.8097 0.34
H -5.9575 -8.8763 -5.5595 0.30
H 1.5410 -2.2530 -6.0604 0.29
H 2.1286 -0.3328 2.6648 0.29
H -1.8450 2.3548 -2.7503 0.26
H 7.6819 6.2528 0.3132 0.31
H 4.2322 9.8050 -2.2719 0.28
H 1.1948 -6.1737 -3.6596 0.36
H 1.0776 -3.6594 -8.7615 0.32
H -3.7201 -7.8749 -4.3178 0.31
H -0.1293 -4.6200 -4.9079 0.27
H -0.7138 0.1255 -3.1585 0.25
H 5.6842 3.2252 4.6555 0.35
H 0.2589 3.2482 -3.8740 0.28
H 4.1658 9.2549 -4.7010 0.36
H 1.7246 3.0216 -5.7804 0.38
H -4.2969 -2.2287 5.9672 0.36
H 2.6085 -2.9132 -8.2710 0.30
H -5.6642 -1.3831 6.6811 0.28
H -9.1494 -5.1578 7.2992 0.26
H 2.6380 -5.5457 -4.3916 0.29
H -3.2553 1.9121 -3.6615 0.32
H 0.7651 1.8630 1.9582 0.40
H -6.2761 -7.1570 -6.0327 0.31
H -3.7400 -7.3823 -2.1005 0.30
H 3.3719 7.5280 -0.2355 0.31
H 0.4751 1.5194 -4.1967 0.19
H 1.1554 -2.0011 -8.7402 0.39
H -2.1942 -0.4796 -3.8515 0.28
H -4.2650 -6.3169 -4.9906 0.22
H -9.4319 -3.4120 7.6489 0.28
H 0.1535 3.5814 -6.4090 0.31
H 0.6898 1.8585 -6.5129 0.26
H 9.4784 6.7295 0.6482 0.37
H -6.7855 -3.8092 8.3732 0.27
H 1.5926 -6.6786 -5.2971 0.32
H -4.7605 -2.7381 7.5661 0.32
H 2.5620 9.0485 1.7331 0.34
H 8.1265 7.4865 1.3567 0.31
H 1.3535 8.1375 1.1338 0.30
H 8.8902 4.5128 1.7191 0.32
H -0.6545 0.3941 9.0922 0.27
H 1.2220 -2.9570 1.5085 0.26
H 2.2070 -2.3850 2.8644 0.33
H 1.3980 9.7660 0.5135 0.31
H 9.1653 5.8041 2.9046 0.29
H 0.1314 1.1228 3.3967 0.28
H -5.9853 -7.4256 -0.9522 0.29
H 6.8052 3.3996 2.8574 0.27
H -4.0334 -5.7496 -2.5910 0.29
H 4.6164 8.1078 -2.4024 0.30
H -0.0616 -2.7670 -6.6871 0.25
H 7.8256 3.9591 4.1234 0.37
H 2.8498 8.0684 -4.4095 0.30
H 2.5698 9.7348 -4.0966 0.29
H 4.9688 4.6157 3.5693 0.29
H 0.6154 -4.5327 3.4788 0.39
```

E_HOMO across the listed records, respectively: -8.55 -8.00 -9.41 -9.44 eV.